Record 1
ORCA calculation (ωB97M-V/def2-TZVPD) on a molecular structure, C3H7N.

Element x y z (Å)
C (0.880, 0.786, 1.090)
C (-0.252, 0.645, -0.006)
C (-0.523, -1.254, -0.369)
N (-0.093, 0.010, -1.129)
H (1.383, 1.745, 0.922)
H (0.487, 0.756, 2.048)
H (1.593, 0.015, 0.868)
H (-1.567, -1.139, -0.117)
H (-1.219, 1.089, 0.311)
H (-0.234, -1.516, 0.674)
H (-0.418, -2.077, -1.093)

Gap between HOMO and LUMO: 8.0 eV
ΔE to the lowest compared entry with this formula, charge and spin: 84.7 kcal per mole
E: -4710.4829 eV

Atom charges from the Mulliken analysis, given in e for atoms 1 to 5: number 1, C, carries -1.1539; number 2, C, carries 0.3027; number 3, C, carries -0.9942; number 4, N, carries -0.5867; number 5, H, carries 0.3507


Record 2
ORCA calculation (ωB97M-V/def2-TZVPD) on a molecular structure, C3H7N2.

Element x y z (Å)
C (-0.860, 0.964, -0.288)
C (-0.604, -0.985, 0.196)
C (1.655, 0.260, -0.013)
N (0.276, 0.158, -0.169)
N (-1.699, 0.000, 0.025)
H (-0.996, 1.961, -0.385)
H (-0.511, -1.909, -0.512)
H (-0.528, -1.226, 1.231)
H (2.029, 1.226, -0.096)
H (1.744, -0.012, 0.962)
H (2.158, -0.470, -0.641)
H (-2.665, 0.033, -0.312)

Gap between HOMO and LUMO: 10.8 eV
Net charge: +1
ΔE to the lowest compared entry with this formula, charge and spin: 37.1 kcal per mole
E: -6195.9005 eV

Atom charges from the Mulliken analysis, given in e for atoms 1 to 5: number 1, C, carries -0.0304; number 2, C, carries -0.3364; number 3, C, carries -0.7285; number 4, N, carries -0.0796; number 5, N, carries -0.1992


Record 3
ORCA calculation (ωB97M-V/def2-TZVPD) on a gas-phase ion, C3H7N2 (charge +1).

Element x y z (Å)
C (-1.349, -0.539, -0.181)
C (0.366, 1.055, 0.385)
C (0.072, -0.882, -0.663)
N (-0.975, 0.776, -0.304)
N (0.992, -0.248, 0.367)
H (-2.087, -0.643, -0.931)
H (-1.691, -0.986, 0.805)
H (0.849, 1.774, -0.330)
H (0.323, 1.538, 1.314)
H (0.472, -0.994, -1.688)
H (1.912, 0.000, 0.013)
H (1.116, -0.850, 1.213)

Gap between HOMO and LUMO (alpha / beta): 9.2 / 9.0 eV
Net charge: +1
ΔE to the lowest compared entry with this formula, charge and spin: 99.5 kcal per mole
E: -6193.1977 eV

Atom charges from the Mulliken analysis, given in e for atoms 1 to 5: number 1, C, carries -0.2639; number 2, C, carries -0.5047; number 3, C, carries -0.2330; number 4, N, carries -0.2067; number 5, N, carries -0.0658


Record 4
ORCA calculation (ωB97M-V/def2-TZVPD) on a gas-phase ion, C3H7N2 (charge +1).

Element x y z (Å)
C (-1.277, -0.520, -0.222)
C (-1.806, 0.620, 0.217)
C (1.047, -0.678, 0.187)
N (-0.204, -1.099, 0.180)
N (1.548, 0.654, -0.099)
H (-1.981, -0.999, -0.856)
H (-1.401, 1.130, 1.120)
H (-2.735, 1.095, -0.269)
H (1.747, -0.846, 1.093)
H (1.694, -1.311, -0.482)
H (0.852, 1.239, -0.529)
H (2.516, 0.715, -0.340)

Gap between HOMO and LUMO (alpha / beta): 6.8 / 7.6 eV
Net charge: +1
ΔE to the lowest compared entry with this formula, charge and spin: 108.4 kcal per mole
E: -6192.8122 eV

Atom charges from the Mulliken analysis, given in e for atoms 1 to 5: number 1, C, carries 0.0578; number 2, C, carries -0.5303; number 3, C, carries -0.2138; number 4, N, carries -0.1629; number 5, N, carries -0.3322


Record 5
ORCA calculation (ωB97M-V/def2-TZVPD) on a gas-phase ion, C3H7N2O (charge +1).

Element x y z (Å)
C (0.507, -1.758, -0.011)
N (0.302, -0.500, -0.064)
C (1.249, 0.508, -0.223)
C (-1.298, 0.012, 0.129)
N (-1.359, 1.290, 0.071)
O (-2.032, -0.849, 0.430)
H (1.456, -2.232, 0.237)
H (-0.319, -2.476, 0.184)
H (2.220, 0.209, 0.156)
H (0.949, 1.353, 0.349)
H (1.161, 0.870, -1.251)
H (-0.688, 1.846, -0.513)
H (-2.146, 1.726, 0.506)

Gap between HOMO and LUMO: 10.9 eV
Net charge: +1
ΔE to the lowest compared entry with this formula, charge and spin: 43.1 kcal per mole
E: -8244.2720 eV

Atom charges from the Mulliken analysis, given in e for atoms 1 to 5: number 1, C, carries -0.0768; number 2, N, carries 0.1077; number 3, C, carries -1.1358; number 4, C, carries 0.5941; number 5, N, carries -0.3353


Record 6
ORCA calculation (ωB97M-V/def2-TZVPD) on 2 unconnected molecules or ions with the total composition C3H7N2O.

Element x y z (Å)
C (0.578, 0.496, 0.110)
C (-1.560, -0.687, 0.178)
C (-0.109, -0.778, -0.020)
N (2.963, 0.236, 0.020)
N (0.164, 1.695, 0.016)
O (3.274, -0.858, 0.089)
H (-1.735, -0.472, 1.218)
H (-2.084, -1.596, 0.188)
H (-1.967, 0.023, -0.573)
H (0.264, -1.648, 0.446)
H (0.102, -0.932, -1.090)
H (-0.683, 2.005, -0.500)
H (0.791, 2.516, -0.082)

Gap between HOMO and LUMO (alpha / beta): 9.0 / 7.9 eV
Net charge: +1
ΔE to the lowest compared entry with this formula, charge and spin: 131.0 kcal per mole
E: -8240.4583 eV

Atom charges from the Mulliken analysis, given in e for atoms 1 to 5: number 1, C, carries 0.0983; number 2, C, carries -1.3111; number 3, C, carries -0.0838; number 4, N, carries 0.2749; number 5, N, carries -0.2817